Record 1
A structure of composition H24O12 at a distorted geometry, computed with wB97M-V/def2-TZVPD.

The geometry in ORCA input format:
```
! RIJCOSX wB97M-V def2-TZVPD def2/J DEFGRID3
* xyz 0 1
O 1.98 0.12 0.65
H 1.91 -0.15 1.57
H 2.83 0.56 0.60
O -2.42 -1.48 1.42
H -1.62 -1.19 1.86
H -2.67 -2.28 1.89
O 0.79 1.94 1.53
H 1.15 2.27 2.35
H 1.28 1.13 1.36
O -2.60 1.86 -1.74
H -2.09 1.13 -1.41
H -2.76 2.41 -0.97
O 1.88 -0.32 -1.46
H 2.29 0.49 -1.75
H 1.87 -0.25 -0.50
O -0.61 0.19 -0.31
H 0.28 0.54 -0.34
H -0.53 -0.63 0.18
O -0.09 -2.18 -1.29
H -0.11 -1.41 -1.85
H -0.95 -2.59 -1.41
O 0.66 1.57 -2.76
H 1.22 2.33 -2.94
H 0.38 1.69 -1.86
O 0.16 -0.95 2.55
H 0.41 -1.37 1.73
H 0.98 -0.68 2.95
O -2.67 -0.39 -0.63
H -1.74 -0.15 -0.64
H -2.86 -0.53 0.30
O 0.74 2.22 -0.56
H 1.68 2.05 -0.70
H 0.58 1.92 0.34
O 0.44 -2.35 0.80
H 0.21 -3.24 1.08
H -0.01 -2.25 -0.04
*
```

HOMO-LUMO gap: 7.591 eV
HOMO energy: -8.6116 eV
Molar mass: 216.18 g mol⁻¹

Record 2
A structure of composition C18H14F5IN2STi at a distorted geometry, computed with wB97M-V/def2-TZVPD.

The geometry in ORCA input format:
```
! RIJCOSX wB97M-V def2-TZVPD def2/J DEFGRID3
* xyz 0 3
C 1.87 -2.39 -0.62
C 1.58 -2.56 0.87
H 1.30 -3.16 -1.19
H 2.96 -2.40 -0.72
H 1.49 -1.36 -0.81
H 0.55 -2.15 0.94
H 1.64 -3.58 1.31
H 2.23 -1.91 1.50
C -1.02 0.42 -2.92
C -1.83 0.81 -3.97
C -3.10 1.30 -3.69
C -3.53 1.39 -2.37
H -0.04 -0.05 -3.03
H -1.47 0.71 -5.00
H -3.74 1.65 -4.49
H -4.53 1.74 -2.13
N -1.42 0.59 -1.62
C -2.69 1.04 -1.32
C -3.04 1.01 0.09
N -2.05 0.54 0.92
C -2.30 0.27 2.24
C -4.54 1.05 2.00
C -3.53 0.54 2.78
H -1.46 -0.19 2.76
H -3.70 0.32 3.84
C -4.28 1.27 0.66
H -5.06 1.63 0.01
H -5.51 1.31 2.42
Ti -0.67 -0.34 -0.12
I -1.90 -2.53 -0.49
F 6.53 -0.52 1.47
C 5.31 0.00 1.26
C 4.95 0.38 -0.03
F 5.84 0.32 -1.05
C 3.65 0.79 -0.27
F 3.28 1.16 -1.53
C 2.69 0.79 0.77
S 1.00 1.20 0.43
C 3.11 0.49 2.08
F 2.23 0.61 3.11
C 4.41 0.08 2.33
F 4.77 -0.28 3.58
*
```

HOMO-LUMO gap (spin up / spin down): 5.820 / 7.647 eV
HOMO energy (spin up / spin down): -6.2111 / -8.5715 eV
Molar mass: 560.15 g mol⁻¹

Repeat the first record exactly.
A structure of composition H24O12 at a distorted geometry, computed with wB97M-V/def2-TZVPD.

The geometry in ORCA input format:
```
! RIJCOSX wB97M-V def2-TZVPD def2/J DEFGRID3
* xyz 0 1
O 1.98 0.12 0.65
H 1.91 -0.15 1.57
H 2.83 0.56 0.60
O -2.42 -1.48 1.42
H -1.62 -1.19 1.86
H -2.67 -2.28 1.89
O 0.79 1.94 1.53
H 1.15 2.27 2.35
H 1.28 1.13 1.36
O -2.60 1.86 -1.74
H -2.09 1.13 -1.41
H -2.76 2.41 -0.97
O 1.88 -0.32 -1.46
H 2.29 0.49 -1.75
H 1.87 -0.25 -0.50
O -0.61 0.19 -0.31
H 0.28 0.54 -0.34
H -0.53 -0.63 0.18
O -0.09 -2.18 -1.29
H -0.11 -1.41 -1.85
H -0.95 -2.59 -1.41
O 0.66 1.57 -2.76
H 1.22 2.33 -2.94
H 0.38 1.69 -1.86
O 0.16 -0.95 2.55
H 0.41 -1.37 1.73
H 0.98 -0.68 2.95
O -2.67 -0.39 -0.63
H -1.74 -0.15 -0.64
H -2.86 -0.53 0.30
O 0.74 2.22 -0.56
H 1.68 2.05 -0.70
H 0.58 1.92 0.34
O 0.44 -2.35 0.80
H 0.21 -3.24 1.08
H -0.01 -2.25 -0.04
*
```

HOMO-LUMO gap: 7.591 eV
HOMO energy: -8.6116 eV
Molar mass: 216.18 g mol⁻¹